No. 1
The following is a quantum chemistry calculation of a 2-piece molecular cluster, C6H11P overall at a distorted geometry, from the OMol25 dataset.

## Properties
total energy: -15683.3626 eV
E_LUMO (alpha / beta): -0.0113 / 0.0012 eV
HOMO energy (alpha / beta): -0.312 / -0.308 Ha

Each atom is followed by the atoms it is bonded to, with distances in Å.
Geometry (Å):
1 C -1.56462 -1.33352 0.07776  C2 1.552, C3 1.581, H8 1.108, H9 1.149
2 C -2.15817 -0.01696 -0.49015  C1 1.552, C4 1.544, H10 1.009, H11 1.103
3 C -0.00748 -1.17685 0.29859  C1 1.581, C5 1.461, H12 1.143, H13 1.099
4 C -0.90388 0.88288 -0.44581  C2 1.544, C5 1.306, H14 1.133
5 C 0.16822 0.21264 -0.11768  C3 1.461, C4 1.306
6 C 2.78809 0.39492 0.07496  P7 1.790, H15 1.118, H16 1.156
7 P 2.73316 2.17152 0.28380  C6 1.790, H17 1.497, H18 1.333
8 H -2.07075 -1.61443 1.02255  C1 1.108
9 H -1.79333 -2.22861 -0.60561  C1 1.149
10 H -2.48442 -0.10318 -1.44157  C2 1.009
11 H -2.86615 0.38601 0.25352  C2 1.103
12 H 0.27797 -1.47837 1.36395  C3 1.143
13 H 0.52334 -1.84153 -0.39761  C3 1.099
14 H -1.04549 1.98825 -0.64826  C4 1.133
15 H 2.93623 -0.13454 1.04822  C6 1.118
16 H 3.05233 -0.10462 -0.93404  C6 1.156
17 H 4.13419 2.47465 0.71615  P7 1.497
18 H 2.15412 2.08939 1.48132  P7 1.333

Formally, the Löwdin partial charges of the atoms, in units of the elementary charge, are as follows: number 1, C, carries -0.188; number 2, C, carries -0.168; number 3, C, carries -0.225; number 4, C, carries -0.118; number 5, C, carries -0.076; number 6, C, carries -0.384; number 7, P, carries 0.636; number 8, H, carries 0.098; number 9, H, carries 0.120; number 10, H, carries 0.061; number 11, H, carries 0.112; number 12, H, carries 0.127; number 13, H, carries 0.098; number 14, H, carries 0.117; number 15, H, carries 0.012; number 16, H, carries 0.038; number 17, H, carries -0.097; number 18, H, carries -0.162


No. 2
The following is a quantum chemistry calculation of one molecule with the formula C6H11P at a distorted geometry, from the OMol25 dataset.

## Properties
total energy: -15684.6737 eV
SMILES string: CC1=[PH2]C=CCC1
E_LUMO: 0.9612 eV
HOMO energy: -0.244 Ha

Each atom is followed by the atoms it is bonded to, with distances in Å.
Geometry (Å):
1 C 0.82091 1.72528 -1.54149  C2 1.559, H8 1.208, H9 1.099, H10 1.182
2 C 0.50291 0.38651 -0.80915  C1 1.559, P3 1.723, C7 1.563
3 P -0.76646 -0.73321 -1.13253  C2 1.723, C4 1.827, H11 1.327, H12 1.357
4 C -0.95736 -1.91218 0.24967  P3 1.827, C5 1.351, H13 1.072
5 C -0.70270 -1.32493 1.43969  C4 1.351, C6 1.394, H14 1.075
6 C -0.16558 -0.06450 1.69540  C5 1.394, C7 1.566, H15 1.128, H16 1.061
7 C 0.90978 0.48154 0.69690  C2 1.563, C6 1.566, H17 1.031, H18 1.038
8 H 0.39879 2.77352 -1.11338  C1 1.208
9 H 0.30124 1.70994 -2.51016  C1 1.099
10 H 1.98074 1.91078 -1.67495  C1 1.182
11 H -0.57577 -1.65724 -2.06511  P3 1.327
12 H -2.01481 -0.48547 -1.60449  P3 1.357
13 H -1.04970 -2.96953 0.09657  C4 1.072
14 H -0.82789 -1.86329 2.36139  C5 1.075
15 H -0.95704 0.72178 1.53096  C6 1.128
16 H 0.19314 0.02020 2.69068  C6 1.061
17 H 1.18763 1.44283 0.94467  C7 1.031
18 H 1.72216 -0.16203 0.74536  C7 1.038

Formally, the Löwdin partial charges of the atoms, in units of the elementary charge, are as follows: number 1, C, carries -0.197; number 2, C, carries -0.498; number 3, P, carries 0.886; number 4, C, carries -0.203; number 5, C, carries -0.208; number 6, C, carries -0.239; number 7, C, carries -0.225; number 8, H, carries 0.093; number 9, H, carries 0.030; number 10, H, carries 0.090; number 11, H, carries -0.049; number 12, H, carries -0.039; number 13, H, carries 0.063; number 14, H, carries 0.104; number 15, H, carries 0.148; number 16, H, carries 0.100; number 17, H, carries 0.072; number 18, H, carries 0.072


No. 3
The following is a quantum chemistry calculation of a 2-piece molecular cluster, C6H12 overall at a distorted geometry, from the OMol25 dataset.

## Properties
total energy: -6413.2174 eV
SMILES string: C=CC.C=CC
E_LUMO: 1.1246 eV
HOMO energy: -0.333 Ha

Each atom is followed by the atoms it is bonded to, with distances in Å.
Geometry (Å):
1 C -0.65026 1.76961 1.61761  C2 1.390, H4 1.074, H5 1.063
2 C -0.56726 1.86180 0.23286  C1 1.390, C3 1.562, H6 1.111
3 C -1.55276 2.86269 -0.44931  C2 1.562, H7 1.169, H8 1.174, H9 1.084
4 H 0.18354 1.42443 2.19953  C1 1.074
5 H -1.47351 2.17993 2.14983  C1 1.063
6 H 0.05898 1.23864 -0.44054  C2 1.111
7 H -2.13312 2.20576 -1.22310  C3 1.169
8 H -2.36995 3.16313 0.33875  C3 1.174
9 H -1.22908 3.67902 -1.08477  C3 1.084
10 C 1.10271 -1.29344 -1.36643  C11 1.380, H13 1.151, H14 1.132
11 C 1.62633 -1.87742 -0.23124  C10 1.380, C12 1.544, H15 1.115
12 C 0.79820 -3.08813 0.25203  C11 1.544, H16 1.147, H17 1.114, H18 1.142
13 H 1.24656 -0.16747 -1.55783  C10 1.151
14 H 0.45931 -1.93124 -2.04531  C10 1.132
15 H 2.50301 -1.58467 0.39314  C11 1.115
16 H 0.12956 -2.94479 1.17252  C12 1.147
17 H 0.30311 -3.64660 -0.57498  C12 1.114
18 H 1.56463 -3.85127 0.61724  C12 1.142

Formally, the Löwdin partial charges of the atoms, in units of the elementary charge, are as follows: number 1, C, carries -0.015; number 2, C, carries -0.195; number 3, C, carries -0.139; number 4, H, carries 0.033; number 5, H, carries 0.029; number 6, H, carries 0.057; number 7, H, carries 0.082; number 8, H, carries 0.093; number 9, H, carries 0.046; number 10, C, carries -0.048; number 11, C, carries -0.222; number 12, C, carries -0.160; number 13, H, carries 0.054; number 14, H, carries 0.067; number 15, H, carries 0.096; number 16, H, carries 0.089; number 17, H, carries 0.066; number 18, H, carries 0.066


total energy of number 1 (C6H11P)?
-15683.3626 eV


What did the second record say?
The following is a quantum chemistry calculation of one molecule with the formula C6H11P at a distorted geometry, from the OMol25 dataset.

## Properties
total energy: -15684.6737 eV
SMILES string: CC1=[PH2]C=CCC1
E_LUMO: 0.9612 eV
HOMO energy: -0.244 Ha

Each atom is followed by the atoms it is bonded to, with distances in Å.
Geometry (Å):
1 C 0.82091 1.72528 -1.54149  C2 1.559, H8 1.208, H9 1.099, H10 1.182
2 C 0.50291 0.38651 -0.80915  C1 1.559, P3 1.723, C7 1.563
3 P -0.76646 -0.73321 -1.13253  C2 1.723, C4 1.827, H11 1.327, H12 1.357
4 C -0.95736 -1.91218 0.24967  P3 1.827, C5 1.351, H13 1.072
5 C -0.70270 -1.32493 1.43969  C4 1.351, C6 1.394, H14 1.075
6 C -0.16558 -0.06450 1.69540  C5 1.394, C7 1.566, H15 1.128, H16 1.061
7 C 0.90978 0.48154 0.69690  C2 1.563, C6 1.566, H17 1.031, H18 1.038
8 H 0.39879 2.77352 -1.11338  C1 1.208
9 H 0.30124 1.70994 -2.51016  C1 1.099
10 H 1.98074 1.91078 -1.67495  C1 1.182
11 H -0.57577 -1.65724 -2.06511  P3 1.327
12 H -2.01481 -0.48547 -1.60449  P3 1.357
13 H -1.04970 -2.96953 0.09657  C4 1.072
14 H -0.82789 -1.86329 2.36139  C5 1.075
15 H -0.95704 0.72178 1.53096  C6 1.128
16 H 0.19314 0.02020 2.69068  C6 1.061
17 H 1.18763 1.44283 0.94467  C7 1.031
18 H 1.72216 -0.16203 0.74536  C7 1.038

Formally, the Löwdin partial charges of the atoms, in units of the elementary charge, are as follows: number 1, C, carries -0.197; number 2, C, carries -0.498; number 3, P, carries 0.886; number 4, C, carries -0.203; number 5, C, carries -0.208; number 6, C, carries -0.239; number 7, C, carries -0.225; number 8, H, carries 0.093; number 9, H, carries 0.030; number 10, H, carries 0.090; number 11, H, carries -0.049; number 12, H, carries -0.039; number 13, H, carries 0.063; number 14, H, carries 0.104; number 15, H, carries 0.148; number 16, H, carries 0.100; number 17, H, carries 0.072; number 18, H, carries 0.072